149
Properties=species:S:1:pos:R:3:forces:R:3 method="wB97M-V/def2-TZVPD" charge=-1 homo_lumo_gap_ev=8.163 total_energy_ha=-3417.67368 lumo_energy_ev=2.32
Cl 0.94670 -0.59279 -0.37156 -0.800 -1.655 0.078
O 0.70118 -0.80440 -1.77867 -0.125 0.571 -0.320
O -0.14410 -1.19237 0.38739 -0.109 0.734 -0.009
O 2.12528 -1.37363 -0.02885 0.532 1.290 0.274
O 1.03698 0.83090 -0.08439 0.441 -0.832 0.007
C 1.27965 -0.93282 7.19571 0.784 -0.879 -0.342
O 2.02854 -1.27223 6.03650 -0.645 0.349 0.023
C 2.18909 -0.19692 5.15649 1.375 1.238 -0.299
C 3.45575 -0.36966 4.29787 -1.501 0.652 -1.068
N 3.29773 -1.30474 3.18944 0.804 -0.591 0.560
C 4.54786 -1.59042 2.48909 -0.221 -0.305 0.583
C 5.02662 -0.48488 1.58956 -0.122 0.045 -1.567
O 5.76327 0.48258 2.30020 -0.067 0.039 0.771
C 5.78150 1.77037 1.74380 0.288 0.235 1.214
H 1.82976 -0.17927 7.76592 -0.272 0.211 0.085
H 1.26607 -1.86699 7.75799 -0.224 0.150 0.255
H 0.25570 -0.63514 6.97023 0.039 0.269 -0.033
H 2.39127 0.76749 5.65799 0.104 -0.335 0.795
H 1.31061 0.12925 4.58350 -0.252 -0.960 -0.333
H 4.30423 -0.62495 4.92881 -0.053 -0.395 0.018
H 3.67197 0.63681 3.91263 0.107 0.179 0.099
H 2.61046 -1.06929 2.48077 -0.208 0.358 0.384
H 4.36923 -2.52718 1.95346 0.315 0.158 -0.281
H 5.33896 -1.76239 3.22833 -0.115 -0.213 0.017
H 4.15270 -0.06684 1.06849 0.019 0.276 0.251
H 5.65369 -0.85821 0.76081 0.059 -0.225 0.192
H 6.35184 1.76629 0.81284 -0.515 0.325 -0.344
H 6.30294 2.41319 2.46423 0.410 -0.269 -0.138
H 4.79021 2.23705 1.77235 -0.170 -0.316 -0.976
C 5.35139 -5.47397 0.72606 -0.114 0.334 -0.162
O 4.00005 -5.22359 1.03136 0.156 0.309 -0.256
C 3.29955 -4.74435 -0.11515 -0.163 -1.437 0.433
C 1.85709 -4.40202 0.20950 0.596 -0.012 -1.689
N 0.98066 -5.52205 0.50737 -0.073 0.034 1.304
C -0.37649 -5.03407 0.71028 -0.113 0.474 -0.222
C -0.63936 -4.42654 2.08953 -0.340 -0.328 -0.518
O -0.68115 -5.41843 3.09228 0.446 -0.446 0.370
C -1.92538 -5.61806 3.69925 -0.175 -0.366 -0.301
H 5.91082 -5.44293 1.65768 0.082 -0.197 0.005
H 5.74963 -4.70663 0.05019 0.053 0.196 0.145
H 5.50783 -6.41798 0.19217 -0.141 -0.241 0.200
H 3.28851 -5.56193 -0.85587 0.045 0.014 -0.145
H 3.86032 -3.92472 -0.57213 -0.311 0.352 0.132
H 1.50178 -4.01833 -0.76109 0.026 0.827 0.227
H 1.85944 -3.59824 0.93967 -0.444 -0.164 0.187
H 1.02081 -6.24461 -0.19471 0.066 0.119 -0.158
H -1.13011 -5.79618 0.49714 0.204 -0.327 0.272
H -0.62209 -4.22889 -0.00381 0.151 0.131 -0.102
H -1.61574 -3.93646 2.00305 0.052 0.163 0.207
H 0.11007 -3.67624 2.34845 0.020 -0.023 -0.026
H -2.13622 -4.83854 4.43879 -0.293 0.073 -0.145
H -1.94268 -6.58835 4.20218 0.398 0.094 0.143
H -2.71153 -5.71760 2.93844 -0.171 0.470 0.126
C -3.84512 -2.65320 0.44464 1.351 0.753 -0.458
O -4.02721 -1.94542 1.64652 -1.649 -0.449 1.087
C -3.31662 -0.73566 1.85999 0.805 -0.550 -1.987
C -2.31905 -0.88981 2.97833 -0.151 1.042 -0.019
N -2.95633 -0.90566 4.28760 -0.043 -0.806 -0.385
C -1.98745 -0.94720 5.35783 0.009 1.305 1.118
C -2.26908 -1.85895 6.53557 -0.029 0.035 0.154
O -3.62988 -1.78801 6.91092 -0.628 -0.779 0.173
C -3.95989 -0.83529 7.91778 0.968 -0.176 -1.269
H -2.80307 -2.99074 0.43485 0.026 -0.113 -0.479
H -4.00684 -2.00970 -0.42431 0.083 0.067 -0.014
H -4.47710 -3.52695 0.29743 -0.340 0.123 0.725
H -3.98941 0.12395 1.91073 -0.279 -0.196 0.754
H -2.76153 -0.52403 0.93314 0.312 -0.073 0.148
H -1.68117 0.00138 2.93981 0.043 -0.067 0.048
H -1.64651 -1.72876 2.77415 -0.127 -0.187 -0.007
H -3.61324 -1.67775 4.33514 0.070 -0.013 0.126
H -2.02839 0.03681 5.86112 0.296 0.201 -0.376
H -0.95144 -1.05505 5.01896 -0.080 -0.302 -0.126
H -1.67596 -1.49836 7.38459 0.236 -0.151 -0.083
H -1.97734 -2.89891 6.36570 -0.383 -0.080 -0.128
H -3.15588 -0.86384 8.65793 -0.316 0.182 0.414
H -4.93579 -1.09158 8.31461 0.019 -0.034 0.150
H -3.98406 0.14735 7.43843 -0.150 0.231 0.347
C -0.41610 3.30397 -2.43903 -0.976 -0.184 -0.804
O -1.47275 2.70955 -3.20791 0.519 0.065 0.300
C -2.12675 1.69150 -2.45799 -0.202 0.540 -0.989
C -3.07290 0.98749 -3.43968 0.698 0.101 0.657
N -3.98661 0.18140 -2.67057 0.323 -0.503 -0.617
C -4.23078 -1.16421 -3.13011 0.301 0.235 -0.722
C -2.94577 -2.01093 -3.11546 0.087 0.383 1.754
O -3.28954 -3.30855 -2.66202 -0.350 -0.484 -0.500
C -2.38964 -4.31365 -3.03911 1.557 0.395 0.418
H -0.00524 4.12749 -3.02248 0.010 -0.049 -0.072
H 0.35107 2.54783 -2.26676 0.065 0.154 0.542
H -0.89410 3.72185 -1.54962 0.567 -0.083 0.383
H -2.71429 2.14091 -1.64683 -0.092 0.090 0.041
H -1.40903 1.01160 -1.99235 0.043 -0.216 -0.144
H -2.48398 0.34918 -4.10024 0.092 -0.257 0.234
H -3.47313 1.71638 -4.15504 -0.498 0.206 0.360
H -4.68205 0.62583 -2.10491 -0.185 0.143 -0.205
H -4.50440 -1.25067 -4.19611 -0.710 0.506 0.111
H -5.05209 -1.55701 -2.53546 0.286 -0.503 0.071
H -2.24380 -1.59484 -2.37884 0.025 0.143 -0.054
H -2.42574 -1.94799 -4.07539 -0.209 -0.597 -0.208
H -1.34388 -3.98292 -2.91519 -0.100 0.404 -0.315
H -2.50968 -4.60817 -4.08453 -0.194 -0.315 0.089
H -2.36774 -5.13216 -2.31657 -0.919 -0.223 -0.276
C 1.10468 0.29016 -4.88544 0.761 -0.094 -0.418
O 0.97730 0.59976 -6.26692 -0.001 -0.153 -0.314
C 1.78217 1.67947 -6.66634 -0.185 0.376 0.072
C 1.51124 2.03955 -8.11424 -0.768 0.736 -0.084
N 1.65963 0.93890 -9.03532 0.118 -0.693 0.256
C 1.14899 1.18485 -10.35762 -0.475 1.380 -0.034
C 0.90641 -0.11909 -11.06708 1.574 0.495 -0.752
O -0.18265 -0.79852 -10.52701 -0.106 -0.225 -0.014
C -0.26675 -2.16562 -10.94674 0.267 1.253 0.599
H 1.28633 1.20417 -4.31422 -0.495 -0.042 0.229
H 1.98785 -0.33893 -4.72801 -0.053 -0.094 0.048
H 0.22317 -0.26586 -4.58523 -0.067 0.215 0.223
H 2.85895 1.52506 -6.52911 0.039 -0.516 0.042
H 1.52519 2.52532 -6.01693 0.046 0.287 -0.178
H 2.14032 2.89781 -8.38128 0.480 -0.349 -0.081
H 0.51203 2.49446 -8.23383 -0.249 -0.286 0.387
H 1.14587 0.12704 -8.70008 0.128 0.233 0.470
H 1.83837 1.86656 -10.87905 0.186 -0.603 -0.300
H 0.22422 1.80078 -10.36914 -0.158 -0.384 0.291
H 1.86150 -0.65672 -10.95890 -0.227 -0.507 0.207
H 0.86017 0.06942 -12.14969 -0.638 -0.111 -0.036
H -0.43361 -2.18945 -12.02258 -0.134 -0.347 -0.099
H -1.08771 -2.56203 -10.35969 -0.121 -0.331 -0.284
H 0.66469 -2.66585 -10.67812 0.022 -0.257 -0.134
C 1.21891 10.72780 2.49755 -0.573 -0.662 -0.287
O 0.01531 10.00089 2.74714 0.237 0.038 -0.905
C 0.15126 8.68106 2.21817 0.487 -0.302 1.355
C -1.00549 7.83250 2.70977 -0.509 -0.705 -0.611
N -0.69429 6.41684 2.78513 0.092 -0.206 1.348
C -1.81061 5.58149 3.21452 0.280 -0.475 -0.892
C -1.31604 4.12903 3.14169 0.130 0.821 1.380
O -0.89835 3.84679 1.83790 0.078 -0.358 -0.524
C -1.48811 2.67468 1.29791 -1.069 -0.210 0.877
H 0.97504 11.78022 2.59889 0.254 0.081 0.046
H 1.56488 10.48334 1.48856 -0.004 0.436 -0.163
H 2.02941 10.40441 3.15793 -0.111 0.164 0.307
H 1.09700 8.32239 2.64553 -0.119 -0.549 0.007
H 0.28340 8.59097 1.13469 -0.279 0.612 -0.152
H -1.89417 7.95324 2.07125 0.033 0.422 -0.199
H -1.33498 8.15757 3.69786 0.312 0.108 0.115
H -0.22835 5.94270 2.02622 -0.039 0.577 -0.439
H -2.65956 5.70426 2.52547 -0.232 -0.018 0.088
H -2.14803 5.82041 4.22475 0.140 0.107 0.068
H -2.00756 3.40717 3.58722 -0.419 0.030 -0.578
H -0.47691 4.10480 3.85197 0.345 -0.160 -0.369
H -1.36040 1.84065 1.99300 0.557 -0.186 -0.331
H -1.14277 2.44563 0.29912 0.482 0.076 0.116
H -2.58364 2.77329 1.26950 -0.032 0.314 -0.241